ORCA calculation (wB97M-V/def2-TZVPD) on C2H4N4 as an isolated structure.

As for the orbital gap (alpha / beta): 7.984 / 7.983 eV. As for the net charge: 0. As for the max |F|: 0.5 eV/Å. The highest occupied orbital energy (alpha / beta) is -7.62 / -7.62 eV. Its energy above the lowest of the compared OMol25 structures with the same formula, charge and spin is 114.4 kcal per mole.

Last column: natural (NBO) charge in e.
Atoms and positions in Å:
N (1.1624, -0.9529, 0.7684)  -0.325
N (0.2801, -1.2879, -0.4452)  -0.512
N (-1.5163, 0.0762, 0.1825)  -0.715
N (1.6993, 0.3384, 0.5608)  -0.161
C (-0.2502, -0.0721, -0.1687)  0.504
C (0.8069, 0.9956, -0.0841)  -0.196
H (0.9029, -1.2754, -1.2565)  0.362
H (-2.1034, -0.7467, 0.2143)  0.419
H (-1.8218, 0.9075, 0.6684)  0.411
H (0.8400, 2.0174, -0.4401)  0.214

Cartesian forces, eV/Å:
0.45 -0.15 0.27
-0.27 0.23 -0.16
0.16 -0.07 0.02
-0.30 0.10 -0.03
-0.39 0.10 -0.19
0.09 -0.06 0.01
0.02 0.02 0.09
0.12 0.10 0.05
0.11 -0.10 -0.11
0.01 -0.16 0.05

***

ORCA calculation (wB97M-V/def2-TZVPD) on a 2-piece molecular cluster, C3H9N2 overall.

As for the orbital gap: 4.048 eV. As for the net charge: +1. As for the max |F|: 4.3 eV/Å. The highest occupied orbital energy is -12.68 eV. Its energy above the lowest of the compared OMol25 structures with the same formula, charge and spin is 139.3 kcal per mole.

Last column: natural (NBO) charge in e.
Atoms and positions in Å:
N (-3.5871, -0.0986, -0.1283)  -1.101
N (1.9027, -1.0091, 0.7572)  -0.710
C (1.7671, 0.5474, -1.0717)  -0.633
C (1.0821, -0.0684, 0.1416)  0.078
C (0.0290, 0.4122, 0.6886)  0.339
H (1.7202, -0.1607, -1.8989)  0.274
H (1.3216, 1.4891, -1.3851)  0.249
H (-2.8807, 0.2755, 0.4727)  0.340
H (-3.5657, 0.1655, -1.0957)  0.379
H (-4.4989, -0.1822, 0.2814)  0.389
H (2.7728, -0.6473, 1.1269)  0.430
H (1.5458, -1.8380, 1.2082)  0.434
H (-0.4116, 0.4103, 1.6843)  0.277
H (2.8027, 0.7044, -0.7810)  0.256

Cartesian forces, eV/Å:
0.24 -0.85 -0.06
-0.79 -0.77 0.58
-0.80 -0.01 -0.01
1.93 2.17 -3.23
1.32 -2.75 3.00
0.05 -0.09 0.05
0.01 0.04 -0.01
-0.19 0.35 -0.04
-0.04 0.28 0.11
-0.03 0.24 0.00
-0.05 0.05 0.00
-0.30 0.18 0.26
-1.46 1.12 -0.63
0.10 0.05 -0.03

***

ORCA calculation (wB97M-V/def2-TZVPD) on a 2-piece molecular cluster, C6H16 overall.

As for the orbital gap: 11.797 eV. As for the net charge: 0. As for the max |F|: 5.2 eV/Å. The highest occupied orbital energy is -10.76 eV. Its energy above the lowest of the compared OMol25 structures with the same formula, charge and spin is 56.1 kcal per mole.

Last column: natural (NBO) charge in e.
Atoms and positions in Å:
C (0.5430, -2.0466, 0.5673)  -0.626
C (-0.1700, 2.7189, -0.6733)  -0.614
C (-0.3550, -2.5293, -1.7820)  -0.613
C (-0.4663, 2.2854, 0.6960)  -0.402
C (-0.6184, -2.4824, -0.1954)  -0.404
C (0.9238, 2.0870, 1.4651)  -0.611
H (1.5858, 2.9202, 1.3522)  0.207
H (-1.1224, 2.8171, 1.3382)  0.198
H (1.5479, -2.1589, 0.0288)  0.216
H (0.7261, -2.6499, 1.4899)  0.210
H (-1.4485, -1.9237, 0.0180)  0.199
H (-0.8362, -3.5137, 0.0210)  0.193
H (0.6196, 1.6323, 2.4970)  0.215
H (-0.0996, -1.4294, -2.1003)  0.187
H (0.8559, 3.3277, -0.6357)  0.199
H (0.4734, -3.0849, -2.1712)  0.211
H (-0.9885, 3.0925, -1.4275)  0.216
H (-0.0558, 1.8393, -1.1551)  0.206
H (-1.2960, -2.5820, -2.3566)  0.213
H (1.5245, 1.3054, 0.8980)  0.200
H (-0.8711, 1.2911, 0.6763)  0.188
H (0.2426, -1.0804, 1.0610)  0.214

Cartesian forces, eV/Å:
2.21 0.57 2.49
0.30 3.85 -1.41
-1.14 4.48 0.55
1.74 -0.93 2.04
1.41 -3.23 -3.84
-1.73 -2.75 -0.37
0.00 0.98 0.95
-0.57 1.14 0.26
-1.46 0.99 0.59
-0.34 -0.01 -0.64
-2.17 1.41 0.28
-0.41 -0.52 0.42
1.30 1.30 -1.55
-0.01 -1.61 0.68
-2.49 -0.96 -0.82
0.15 -0.86 0.17
1.26 0.44 2.05
1.60 -2.93 -1.83
0.39 -0.97 0.28
-0.90 0.45 0.73
-0.51 -0.61 -0.06
1.36 -0.22 -0.97

***

ORCA calculation (wB97M-V/def2-TZVPD) on a 2-piece molecular cluster, CH3O4S2 overall.

Its spin multiplicity is 3. As for the orbital gap (alpha / beta): 5.780 / 6.343 eV. As for the net charge: -1. As for the max |F|: 2.1 eV/Å. The highest occupied orbital energy (alpha / beta) is -2.88 / -5.12 eV. Its energy above the lowest of the compared OMol25 structures with the same formula, charge and spin is 2.6 kcal per mole.

Last column: natural (NBO) charge in e.
Atoms and positions in Å:
S (1.2810, 0.1092, -1.0093)  0.932
S (-0.3555, -4.3970, 2.7832)  1.999
O (1.1059, -4.3414, 2.6400)  -0.997
O (-0.8881, -3.6639, 3.9385)  -1.004
O (-1.0400, -5.6659, 2.4673)  -0.996
O (1.7858, 0.3337, -2.4102)  -0.785
C (-0.5256, 0.5492, -1.0486)  -0.857
H (-1.0756, 0.6688, -1.9791)  0.242
H (-0.6877, 1.5446, -0.5230)  0.223
H (-1.1399, -0.1374, -0.4600)  0.244

Cartesian forces, eV/Å:
-1.26 0.29 -1.04
-0.81 1.11 -1.46
0.18 -0.61 0.36
0.07 -0.30 0.56
0.55 -0.16 0.51
-0.04 -0.06 0.55
-0.61 1.36 1.50
0.87 -0.29 -0.60
0.56 -1.01 -0.51
0.50 -0.33 0.10

***

ORCA calculation (wB97M-V/def2-TZVPD) on a 3-piece molecular cluster, C3H14N2O2 overall.

As for the orbital gap: 10.152 eV. As for the net charge: 0. As for the max |F|: 3.5 eV/Å. The highest occupied orbital energy is -9.62 eV. Its energy above the lowest of the compared OMol25 structures with the same formula, charge and spin is 53.1 kcal per mole.

Last column: natural (NBO) charge in e.
Atoms and positions in Å:
O (-0.9751, -3.3615, -0.7947)  -0.951
O (-2.9781, -0.5326, 0.7608)  -0.941
N (0.6915, -1.5243, 0.9894)  -0.879
N (0.8574, 3.3918, -0.5608)  -0.803
C (1.1557, -0.3361, 0.0325)  -0.196
C (0.6655, 1.0859, 0.3112)  -0.433
C (1.3317, 2.0147, -0.6409)  -0.208
H (-0.1099, 3.3623, -0.0498)  0.335
H (0.6772, -2.5285, 0.7365)  0.360
H (-2.4337, 0.2340, 0.5849)  0.471
H (-0.2871, -2.7585, -0.4870)  0.469
H (1.1227, 1.5539, -1.7215)  0.152
H (2.2505, -0.3238, 0.1719)  0.181
H (-1.8700, -3.0187, -0.5060)  0.481
H (1.0801, 1.2569, 1.3145)  0.206
H (0.4269, 3.5874, -1.4263)  0.351
H (-0.3816, 1.1500, 0.4398)  0.194
H (2.4265, 1.9930, -0.6039)  0.196
H (1.3980, -1.5475, 1.7108)  0.355
H (-3.3885, -0.8514, -0.0887)  0.471
H (0.9552, -0.6164, -1.0206)  0.188

Cartesian forces, eV/Å:
-1.41 0.12 0.05
-0.94 -1.01 -0.92
0.35 1.68 -0.16
-2.84 -0.15 2.01
0.32 -2.83 0.01
2.05 -1.78 2.16
-0.50 -0.88 -3.27
2.44 0.06 -0.31
0.26 1.23 -0.70
0.05 0.06 -0.39
-0.89 0.15 -0.14
0.31 1.02 1.81
-0.33 0.15 -0.48
1.96 -0.31 -0.23
-0.31 0.44 0.10
0.20 0.70 -1.72
-1.27 0.26 -0.49
-0.19 -0.07 0.50
-0.09 0.25 0.39
0.81 0.91 1.25
0.01 0.01 0.53

***

ORCA calculation (wB97M-V/def2-TZVPD) on a 2-piece molecular cluster, CH5OPS overall.

As for the orbital gap: 7.930 eV. As for the net charge: 0. As for the max |F|: 2.1 eV/Å. The highest occupied orbital energy is -8.91 eV. Its energy above the lowest of the compared OMol25 structures with the same formula, charge and spin is 59.7 kcal per mole.

Last column: natural (NBO) charge in e.
Atoms and positions in Å:
S (-1.1339, -2.5622, 0.2482)  -0.527
P (0.1472, -1.0965, -0.0824)  1.161
O (1.1811, -1.0725, 1.1395)  -0.978
C (-0.4761, 1.4498, -0.4932)  -0.744
H (0.2451, 1.9486, -1.1417)  0.193
H (1.1157, -1.3364, -1.1323)  -0.023
H (0.6930, -1.1566, 1.9575)  0.509
H (-1.4860, 1.8100, -0.9164)  0.214
H (-0.2860, 2.0159, 0.4207)  0.194

Cartesian forces, eV/Å:
0.45 1.42 -0.63
-0.83 0.65 -0.73
0.51 0.89 -0.36
-0.51 0.24 -0.29
0.45 -1.01 -0.51
-0.78 0.41 0.53
-0.18 -0.16 0.59
1.18 -1.59 0.80
-0.30 -0.86 0.61

***

Question: What is the net charge in the sixth record?
Answer: 0

***

Question: Which formula does entry 1 have?
Answer: C2H4N4

***

Question: The lowest net charge belongs to which entry?
Answer: CH3O4S2